1.
Molecular formula: C6H12N2O
Method: DFT, ωB97M-V with the def2-TZVPD basis set

Structure (XYZ):
```
21
Properties=species:S:1:pos:R:3
C 0.86 0.10 -2.36
C 0.32 0.34 -1.18
C -0.19 1.65 -0.71
C -1.48 1.51 0.21
C -1.03 0.48 1.25
O -1.02 -0.83 0.63
C 0.19 -1.02 -0.03
N 1.32 -1.09 0.80
N 1.20 -2.29 1.69
H 1.20 -0.73 -2.83
H 0.65 0.93 -2.95
H 0.54 2.11 -0.01
H -0.40 2.22 -1.58
H -1.50 2.64 0.57
H -2.41 1.28 -0.31
H -0.17 0.76 1.82
H -1.77 0.41 2.03
H -0.07 -1.97 -0.73
H 2.21 -1.30 0.23
H 0.60 -2.12 2.40
H 0.94 -3.09 1.06
```

SMILES string = C=C1CCCO[C@@H]1NN
frontier orbital gap = 10.129 eV
total charge = 0
relative energy (zero: lowest compared OMol25 entry of this formula, charge and spin) = 96.4 kcal/mol
2S+1 = 1

Mulliken population analysis, charges in e, atoms 1 to 2:
1 C -1.329
2 C 0.563

=====

2.
Molecular formula: C2HN5O
Method: DFT, ωB97M-V with the def2-TZVPD basis set

Structure (XYZ):
```
9
Properties=species:S:1:pos:R:3
O -2.21 0.10 0.43
C -1.04 -0.12 0.26
N -0.15 -1.04 0.92
N 0.97 -0.59 1.03
C 1.19 0.77 0.58
N 1.17 0.99 -0.62
N 0.67 0.03 -1.60
N -0.50 -0.30 -1.12
H 1.62 1.65 1.25
```

SMILES string = O=c1nncnnn1
frontier orbital gap = 7.837 eV
total charge = 0
relative energy (zero: lowest compared OMol25 entry of this formula, charge and spin) = 100.2 kcal/mol
2S+1 = 1

Mulliken population analysis, charges in e, atoms 1 to 2:
1 O -0.432
2 C 0.589